1.
Molecular formula: C49H95F2INO17PS2
Method: DFT, wB97M-V/def2-TZVPD

Element x y z (Å)
C: 2.421 1.141 -0.281
C: 1.669 1.726 0.918
O: 1.154 0.693 1.753
C: -0.256 0.609 1.719
C: -0.734 -0.823 2.022
S: 0.127 -1.877 0.779
O: 1.542 -1.981 1.010
O: -0.120 -1.382 -0.560
F: -0.432 -3.365 0.961
C: -0.441 -1.280 3.494
C: -0.533 -0.168 4.543
C: -0.849 -0.672 5.968
F: -0.128 0.029 6.899
C: 0.791 -2.178 3.752
C: 2.167 -1.482 3.844
C: 3.261 -2.356 3.169
I: 2.824 -1.261 5.924
O: -1.521 -2.254 3.690
C: -2.475 -2.295 2.722
O: -3.287 -3.136 2.615
C: -2.265 -0.980 1.904
P: -3.099 -1.116 0.142
N: -2.412 0.180 -0.792
O: -2.568 -2.586 -0.490
S: -3.368 0.210 2.781
C: -3.799 -0.355 4.439
O: -4.635 0.233 2.057
O: -2.815 1.559 2.867
H: 3.096 0.351 0.048
H: 1.743 0.750 -1.041
H: 3.013 1.951 -0.719
H: 2.370 2.302 1.527
H: 0.901 2.429 0.580
H: -0.663 1.316 2.444
H: -0.621 0.900 0.730
H: -1.297 0.573 4.293
H: 0.396 0.405 4.603
H: -0.729 -1.746 6.099
H: -1.891 -0.443 6.195
H: 0.887 -2.983 3.024
H: 0.604 -2.684 4.701
H: 2.198 -0.475 3.439
H: 3.435 -2.043 2.141
H: 3.022 -3.417 3.243
H: 4.201 -2.214 3.703
H: -3.228 0.597 -1.242
H: -1.840 -0.176 -1.555
H: -2.200 -2.366 -1.354
H: -3.855 0.550 5.043
H: -3.159 -1.118 4.876
H: -4.809 -0.763 4.388
C: -6.700 3.219 -3.671
C: -5.600 2.627 -4.543
C: -4.426 2.593 -3.579
O: -4.976 2.402 -2.268
C: -6.395 2.593 -2.318
H: -7.707 2.996 -4.022
H: -6.590 4.305 -3.616
H: -5.867 1.616 -4.846
H: -5.393 3.203 -5.442
H: -3.877 3.541 -3.583
H: -3.724 1.786 -3.799
H: -6.877 1.616 -2.214
H: -6.703 3.221 -1.481
C: -0.165 -7.028 -0.800
C: -0.861 -5.767 -1.290
C: 0.214 -5.136 -2.151
O: 0.995 -6.206 -2.700
C: 0.653 -7.423 -2.021
H: -0.850 -7.810 -0.475
H: 0.499 -6.788 0.034
H: -1.728 -6.032 -1.902
H: -1.199 -5.106 -0.495
H: 0.878 -4.503 -1.550
H: -0.199 -4.535 -2.964
H: 0.068 -8.045 -2.707
H: 1.568 -7.959 -1.763
C: 3.573 -4.035 -3.143
C: 4.536 -4.696 -4.120
C: 5.804 -4.796 -3.284
O: 5.386 -4.945 -1.923
C: 3.983 -4.666 -1.825
H: 2.525 -4.200 -3.381
H: 3.753 -2.956 -3.115
H: 4.175 -5.695 -4.377
H: 4.680 -4.138 -5.044
H: 6.404 -3.882 -3.361
H: 6.430 -5.645 -3.563
H: 3.456 -5.612 -1.662
H: 3.801 -4.013 -0.969
C: 3.884 3.068 5.161
C: 5.153 2.875 4.342
C: 4.598 2.730 2.936
O: 3.396 3.514 2.889
C: 3.026 3.898 4.219
H: 4.049 3.554 6.122
H: 3.412 2.100 5.343
H: 5.779 3.769 4.408
H: 5.752 2.019 4.648
H: 4.336 1.688 2.718
H: 5.289 3.082 2.168
H: 3.230 4.969 4.337
H: 1.956 3.733 4.359
C: 10.230 0.814 3.396
C: 9.752 -0.630 3.486
C: 8.470 -0.484 4.292
O: 7.935 0.805 3.972
C: 8.915 1.567 3.259
H: 10.912 1.001 2.568
H: 10.732 1.099 4.323
H: 9.527 -1.012 2.487
H: 10.470 -1.303 3.953
H: 8.671 -0.515 5.368
H: 7.732 -1.251 4.055
H: 8.603 1.633 2.212
H: 8.959 2.576 3.672
C: 5.023 7.467 1.622
C: 4.053 6.397 1.136
C: 4.878 5.687 0.074
O: 6.245 5.786 0.488
C: 6.352 6.728 1.559
H: 4.797 7.846 2.619
H: 5.028 8.312 0.929
H: 3.821 5.705 1.948
H: 3.116 6.795 0.748
H: 4.778 6.176 -0.901
H: 4.608 4.635 -0.036
H: 6.540 6.173 2.485
H: 7.198 7.391 1.375
C: -3.580 0.656 -8.663
C: -4.465 -0.584 -8.660
C: -5.249 -0.404 -7.369
O: -5.380 1.007 -7.166
C: -4.511 1.702 -8.069
H: -3.211 0.931 -9.650
H: -2.719 0.502 -8.008
H: -5.142 -0.561 -9.517
H: -3.910 -1.521 -8.691
H: -4.708 -0.826 -6.514
H: -6.240 -0.857 -7.408
H: -5.127 2.173 -8.840
H: -3.978 2.485 -7.529
C: -8.363 4.524 -9.436
C: -8.321 5.224 -8.084
C: -6.942 4.832 -7.576
O: -6.109 4.681 -8.731
C: -6.924 4.673 -9.907
H: -9.082 4.953 -10.132
H: -8.607 3.467 -9.301
H: -8.378 6.306 -8.221
H: -9.121 4.924 -7.408
H: -6.972 3.873 -7.046
H: -6.507 5.581 -6.913
H: -6.775 5.621 -10.434
H: -6.607 3.859 -10.561
C: -3.514 -5.433 6.385
C: -4.396 -4.956 7.533
C: -3.945 -3.512 7.696
O: -3.541 -3.065 6.397
C: -3.445 -4.192 5.511
H: -3.908 -6.300 5.856
H: -2.519 -5.686 6.760
H: -5.447 -4.991 7.235
H: -4.283 -5.539 8.447
H: -3.084 -3.438 8.368
H: -4.735 -2.861 8.073
H: -4.284 -4.150 4.812
H: -2.520 -4.123 4.942

Summary:
total energy	-133140.667	eV
SMILES	CCOC[C@@]1(S(=O)(=O)F)[C@](CCF)(C[C@H](C)I)OC(=O)[C@@]1(P(N)O)S(C)(=O)=O.C1CCOC1.C1CCOC1.C1CCOC1.C1CCOC1.C1CCOC1.C1CCOC1.C1CCOC1.C1CCOC1.C1CCOC1
HOMO energy	-8.479	eV
2S+1	1


2.
Molecular formula: C3H4N2O5
Method: DFT, wB97M-V/def2-TZVPD

Element x y z (Å)
C: 1.161 -2.830 -0.049
C: 2.208 1.470 0.335
C: -2.031 1.059 -0.141
N: -2.438 -0.286 -0.245
N: -2.007 2.194 0.051
O: -1.916 -0.898 -1.148
O: -3.261 -0.613 0.552
O: 1.243 1.930 -0.226
O: -1.784 3.323 0.197
O: 1.415 -2.078 0.843
H: 0.284 -2.501 -0.658
H: 1.825 -3.500 -0.529
H: 2.302 0.453 0.487
H: 2.999 2.276 0.532

Summary:
total energy	-16380.700	eV
relative energy (zero: lowest compared OMol25 entry of this formula, charge and spin)	130.2	kJ/mol
HOMO energy (alpha / beta)	-7.494 / -10.196	eV
2S+1	3